#1
Computed, not measured: one molecule with the formula C7H12, with ωB97M-V/def2-TZVPD.

Cartesian coordinates (Å):
1 C -2.444 0.717 -1.604
2 C -1.261 0.153 -1.812
3 C 0.100 0.479 -1.288
4 C 0.652 -0.140 -0.259
5 C 2.166 -0.166 -0.118
6 C -0.163 -0.742 0.905
7 C 0.156 0.038 2.213
8 H -3.363 0.248 -1.908
9 H -2.570 1.590 -0.971
10 H -1.211 -0.746 -2.434
11 H 0.606 1.146 -1.991
12 H 2.728 -0.511 -0.979
13 H 2.400 -0.798 0.747
14 H 2.525 0.808 0.238
15 H 0.102 -1.790 0.982
16 H -1.220 -0.698 0.630
17 H -0.195 -0.626 3.009
18 H -0.251 1.023 2.399
19 H 1.241 0.015 2.243

**Lowest unoccupied orbital energy**: 1.11 eV
**Kohn-Sham gap**: 10.0 eV
**Structure (SMILES)**: C=C/C=C(/C)CC
**E_HOMO**: -0.3278 Ha
**Net charge**: 0

Atom charges from the Löwdin analysis, given in e for atoms 1 to 8: number 1, C, carries -0.0051; number 2, C, carries -0.1928; number 3, C, carries -0.0965; number 4, C, carries -0.3040; number 5, C, carries -0.0663; number 6, C, carries -0.1922; number 7, C, carries -0.0811; number 8, H, carries 0.0459


#2
Computed, not measured: C7H12 as an isolated structure, with ωB97M-V/def2-TZVPD.

Cartesian coordinates (Å):
1 C 0.716 -0.220 -2.079
2 C 0.173 0.984 -1.299
3 C -0.814 0.513 -0.178
4 C -0.301 -0.198 1.138
5 C 0.642 -1.377 1.044
6 C 1.854 -1.458 1.740
7 C -2.075 1.278 0.064
8 H 1.091 -0.914 -1.200
9 H -0.077 -0.641 -2.635
10 H 1.479 0.098 -2.790
11 H -0.355 1.820 -1.794
12 H 1.039 1.531 -0.835
13 H -0.906 0.145 2.072
14 H -0.943 -0.611 -0.043
15 H 2.494 -2.441 1.868
16 H 2.327 -0.700 2.335
17 H -2.896 0.743 0.577
18 H -1.831 2.141 0.745
19 H -2.592 1.698 -0.888

**Lowest unoccupied orbital energy**: -0.26 eV
**Kohn-Sham gap**: 7.9 eV
**E_HOMO**: -0.2984 Ha
**Net charge**: 0

Atom charges from the Löwdin analysis, given in e for atoms 1 to 8: number 1, C, carries -0.0964; number 2, C, carries -0.2159; number 3, C, carries -0.3704; number 4, C, carries -0.0418; number 5, C, carries -0.1029; number 6, C, carries -0.0887; number 7, C, carries -0.1142; number 8, H, carries 0.0901


#3
Computed, not measured: a 2-piece molecular cluster, C7H12 overall, with ωB97M-V/def2-TZVPD.

Cartesian coordinates (Å):
1 C -0.492 0.582 1.434
2 C -1.051 0.334 0.248
3 C -2.306 -0.465 0.059
4 C -0.249 0.915 -0.921
5 C 1.045 0.312 -0.521
6 C 1.764 -0.731 -0.765
7 C 2.451 0.361 -0.026
8 H -0.034 1.552 1.623
9 H -0.547 -0.104 2.258
10 H -2.306 -1.173 -0.768
11 H -3.060 0.307 -0.168
12 H -2.629 -0.970 0.980
13 H -0.478 0.518 -1.921
14 H -0.256 2.004 -0.946
15 H 1.965 -1.230 -1.690
16 H 3.187 0.928 -0.604
17 H 2.662 0.271 1.037
18 H -0.289 -2.123 0.755
19 H 0.430 -1.966 0.814

**Lowest unoccupied orbital energy**: 0.99 eV
**Kohn-Sham gap**: 9.1 eV
**Structure (SMILES)**: C=C(C)CC1=CC1.[H][H]
**E_HOMO**: -0.2984 Ha
**Net charge**: 0

Atom charges from the Löwdin analysis, given in e for atoms 1 to 8: number 1, C, carries 0.0028; number 2, C, carries -0.3940; number 3, C, carries -0.0735; number 4, C, carries -0.0879; number 5, C, carries -0.2926; number 6, C, carries -0.0717; number 7, C, carries -0.1003; number 8, H, carries 0.0847


Relative to the most stable structure, the computed energies are #1 0.0; #2 434.5; #3 371.5, all in kJ/mol.


#1
Computed, not measured: one molecule with the formula C4H5NO2, with ωB97M-V/def2-TZVPD.

Cartesian coordinates (Å):
1 C 0.882 0.701 -1.803
2 O 0.205 -0.368 -1.159
3 C 0.016 -0.212 0.146
4 C -0.634 -1.174 0.946
5 C -0.804 -0.561 2.148
6 O -0.195 0.654 2.101
7 N 0.340 0.851 0.838
8 H 0.322 1.635 -1.695
9 H 1.876 0.825 -1.366
10 H 0.951 0.409 -2.850
11 H -1.064 -2.131 0.699
12 H -1.895 -0.628 1.995

**Lowest unoccupied orbital energy**: 0.43 eV
**Kohn-Sham gap**: 10.2 eV
**Structure (SMILES)**: COc1ccon1
**E_HOMO**: -0.3578 Ha
**Net charge**: 0

Atom charges from the Löwdin analysis, given in e for atoms 1 to 8: number 1, C, carries -0.0646; number 2, O, carries -0.0443; number 3, C, carries -0.4026; number 4, C, carries 0.0100; number 5, C, carries -0.1441; number 6, O, carries -0.0541; number 7, N, carries 0.1446; number 8, H, carries 0.0950


#2
Computed, not measured: a 2-piece molecular cluster, C4H5NO2 overall, with ωB97M-V/def2-TZVPD.

Cartesian coordinates (Å):
1 O 0.599 -1.793 -1.214
2 C 0.391 -0.626 -1.454
3 C -0.633 0.174 -0.718
4 C -1.337 -0.383 0.300
5 N -0.031 0.237 1.783
6 C 1.003 0.755 1.274
7 O 1.614 1.112 0.290
8 H 0.939 -0.090 -2.249
9 H -0.806 1.198 -1.041
10 H -2.185 0.127 0.744
11 H -1.206 -1.441 0.509
12 H 1.325 0.814 2.408

**Lowest unoccupied orbital energy**: -1.51 eV
**Kohn-Sham gap**: 8.8 eV
**E_HOMO**: -0.3802 Ha
**Net charge**: 0

Atom charges from the Löwdin analysis, given in e for atoms 1 to 8: number 1, O, carries 0.0568; number 2, C, carries -0.2693; number 3, C, carries -0.0879; number 4, C, carries -0.0223; number 5, N, carries 0.2139; number 6, C, carries -0.5727; number 7, O, carries 0.0630; number 8, H, carries 0.1234


#3
Computed, not measured: one molecule with the formula C4H5NO2, with ωB97M-V/def2-TZVPD.

Cartesian coordinates (Å):
1 O -0.913 -1.299 1.418
2 C -0.389 -0.265 1.750
3 C -0.104 0.879 0.793
4 N -0.570 0.665 -0.558
5 C 0.058 -0.250 -1.322
6 C 0.894 -1.110 -1.744
7 O 0.634 -0.187 -2.799
8 H -0.075 -0.086 2.800
9 H -0.558 1.794 1.197
10 H 0.980 1.053 0.777
11 H -1.575 0.709 -0.674
12 H 1.618 -1.903 -1.639

**Lowest unoccupied orbital energy**: 0.73 eV
**Kohn-Sham gap**: 8.5 eV
**Structure (SMILES)**: O=CCNC1=CO1
**E_HOMO**: -0.2841 Ha
**Net charge**: 0

Atom charges from the Löwdin analysis, given in e for atoms 1 to 8: number 1, O, carries 0.0652; number 2, C, carries -0.2385; number 3, C, carries -0.1573; number 4, N, carries 0.0283; number 5, C, carries -0.2094; number 6, C, carries -0.0407; number 7, O, carries -0.0849; number 8, H, carries 0.1211


#4
Computed, not measured: one molecule with the formula C4H5NO2, with ωB97M-V/def2-TZVPD.

Cartesian coordinates (Å):
1 N -2.612 -0.933 -0.063
2 C -1.302 -0.632 -0.123
3 C -0.128 -0.348 -0.202
4 C 1.219 0.197 -0.379
5 O 2.229 -0.471 0.358
6 C 1.178 1.663 0.065
7 O 1.004 2.589 -0.683
8 H -3.080 -0.743 0.811
9 H -2.901 -1.793 -0.505
10 H 1.489 0.182 -1.441
11 H 1.797 -1.096 0.952
12 H 1.323 1.794 1.158

**Lowest unoccupied orbital energy**: 0.58 eV
**Kohn-Sham gap**: 9.8 eV
**Structure (SMILES)**: NC#C[C@H](O)C=O
**E_HOMO**: -0.3372 Ha
**Net charge**: 0

Atom charges from the Löwdin analysis, given in e for atoms 1 to 8: number 1, N, carries 0.0659; number 2, C, carries -0.1353; number 3, C, carries 0.0238; number 4, C, carries -0.3697; number 5, O, carries -0.0263; number 6, C, carries -0.2081; number 7, O, carries 0.0729; number 8, H, carries 0.0969


Relative to the most stable structure, the computed energies are #1 144.8; #2 165.4; #3 211.9; #4 0.0, all in kJ/mol.


#1
Computed, not measured: one molecule with the formula C4H5NO2, with ωB97M-V/def2-TZVPD.

Cartesian coordinates (Å):
1 C 1.124 1.288 -1.089
2 O 1.357 0.371 -0.026
3 C 0.316 -0.285 0.476
4 C 0.274 -0.982 1.692
5 C -1.024 -1.386 1.622
6 O -1.758 -1.019 0.501
7 N -0.879 -0.246 -0.200
8 H 0.805 0.778 -2.007
9 H 0.366 2.024 -0.797
10 H 2.078 1.782 -1.273
11 H -1.662 -1.944 2.301
12 H -0.997 -0.382 -1.198

**Lowest unoccupied orbital energy**: 0.45 eV
**Kohn-Sham gap**: 8.7 eV
**Structure (SMILES)**: COC1=C=CON1
**E_HOMO**: -0.3022 Ha
**Net charge**: 0

Atom charges from the Löwdin analysis, given in e for atoms 1 to 8: number 1, C, carries -0.0569; number 2, O, carries -0.0388; number 3, C, carries -0.3793; number 4, C, carries 0.0072; number 5, C, carries -0.1340; number 6, O, carries -0.0370; number 7, N, carries 0.0761; number 8, H, carries 0.0903


#2
Computed, not measured: one molecule with the formula C4H5NO2, with ωB97M-V/def2-TZVPD.

Cartesian coordinates (Å):
1 O -2.690 0.527 0.036
2 C -1.641 -0.047 0.161
3 C -0.416 0.173 -0.663
4 C 0.528 0.809 0.500
5 N 1.663 -0.094 0.546
6 C 1.423 -1.032 -0.263
7 O 0.270 -1.044 -0.976
8 H -1.358 -0.648 1.048
9 H -0.642 0.648 -1.635
10 H 0.817 1.842 0.310
11 H 0.082 0.812 1.522
12 H 2.090 -1.857 -0.478

**Lowest unoccupied orbital energy**: 0.84 eV
**Kohn-Sham gap**: 10.8 eV
**Structure (SMILES)**: O=C[C@H]1CN=CO1
**E_HOMO**: -0.3655 Ha
**Net charge**: 0

Atom charges from the Löwdin analysis, given in e for atoms 1 to 8: number 1, O, carries 0.0840; number 2, C, carries -0.2507; number 3, C, carries -0.2092; number 4, C, carries -0.1315; number 5, N, carries 0.0685; number 6, C, carries -0.2180; number 7, O, carries -0.0184; number 8, H, carries 0.1388


Relative to the most stable structure, the computed energies are #1 308.5; #2 0.0, all in kJ/mol.


#1
Computed, not measured: one molecule with the formula C4H5NO2, with ωB97M-V/def2-TZVPD.

Cartesian coordinates (Å):
1 N -2.629 -0.966 -0.058
2 C -1.319 -0.666 -0.119
3 C -0.145 -0.385 -0.198
4 C 1.201 0.162 -0.377
5 O 2.213 -0.506 0.357
6 C 1.158 1.627 0.070
7 O 0.990 2.555 -0.676
8 H -3.098 -0.773 0.815
9 H -2.920 -1.827 -0.499
10 H 1.471 0.149 -1.439
11 H 1.783 -1.124 0.960
12 H 1.296 1.755 1.165

**Lowest unoccupied orbital energy**: 0.58 eV
**Kohn-Sham gap**: 9.8 eV
**Structure (SMILES)**: NC#C[C@H](O)C=O
**E_HOMO**: -0.3372 Ha
**Net charge**: 0

Atom charges from the Löwdin analysis, given in e for atoms 1 to 8: number 1, N, carries 0.0659; number 2, C, carries -0.1353; number 3, C, carries 0.0237; number 4, C, carries -0.3699; number 5, O, carries -0.0261; number 6, C, carries -0.2083; number 7, O, carries 0.0731; number 8, H, carries 0.0969


#2
Computed, not measured: C4H5NO2 as an isolated structure, with ωB97M-V/def2-TZVPD.

Cartesian coordinates (Å):
1 C -0.311 -0.034 -0.536
2 C -1.524 0.536 0.117
3 C 0.987 0.678 -0.359
4 O 0.434 -1.305 0.511
5 C 1.851 -0.353 0.352
6 O 1.263 1.814 -0.627
7 N 2.953 -0.639 0.670
8 H 0.242 -2.256 0.569
9 H -0.425 -0.532 -1.498
10 H -1.326 0.814 1.151
11 H -2.352 -0.171 0.080
12 H -1.794 1.448 -0.429

**Lowest unoccupied orbital energy**: -0.18 eV
**Kohn-Sham gap**: 9.0 eV
**E_HOMO**: -0.3375 Ha
**Net charge**: 0

Atom charges from the Löwdin analysis, given in e for atoms 1 to 8: number 1, C, carries -0.0579; number 2, C, carries -0.0347; number 3, C, carries -0.3519; number 4, O, carries -0.0716; number 5, C, carries -0.3452; number 6, O, carries 0.1534; number 7, N, carries 0.1498; number 8, H, carries 0.1130


Relative to the most stable structure, the computed energies are #1 0.0; #2 122.9, all in kJ/mol.